1.
Computed, not measured: a structure of composition C28H55O2Si4Tc in a non-equilibrium geometry, with wB97M-V/def2-TZVPD.

Structure (XYZ):
```
90
C28H55O2Si4Tc (wB97M-V/def2-TZVPD)
O 0.09913 -2.60674 -4.48488
C 0.15303 -4.10628 -4.35616
C -0.36449 -4.42688 -5.74302
H -0.55274 -4.46873 -3.59339
H 1.17047 -4.47832 -4.15898
C -0.41062 -2.88112 -5.83294
H -1.35490 -4.87567 -5.76376
H 0.30500 -4.94312 -6.44352
C -1.85101 -2.44915 -6.00695
H -2.44697 -2.75235 -5.13934
H -2.25428 -2.93941 -6.89593
H -1.91015 -1.37264 -6.17111
C 0.51510 -2.38359 -6.92089
H 1.55689 -2.67607 -6.72713
H 0.45245 -1.29977 -6.98405
H 0.21155 -2.80760 -7.88792
Tc 0.48946 0.91055 -1.52443
C 1.92969 2.41235 -1.09035
C 2.33540 1.37182 -0.17859
C 2.67876 0.21468 -0.95834
H 2.38842 1.45199 0.91781
C 2.50253 0.53699 -2.35444
C 2.09621 1.91206 -2.44984
H 1.93915 2.43311 -3.38505
H 1.63753 3.41559 -0.77437
H 3.01664 -0.74286 -0.57954
H 2.59126 -0.15445 -3.19413
C -0.95852 2.49913 -1.06214
C -0.50018 2.57163 -2.41803
C -0.89443 1.38106 -3.10337
H -0.00436 3.40631 -2.89672
C -1.61316 0.56272 -2.16112
C -1.67768 1.25699 -0.90902
H -2.14801 0.88731 0.00255
H -0.81138 3.23715 -0.26606
H -0.69878 1.12250 -4.13813
H -2.05534 -0.40279 -2.38692
O -1.24669 -3.78891 -1.79490
C -0.41121 -2.57775 -1.67685
C 1.03303 -2.99467 -1.46390
H -0.74035 -2.00515 -0.78423
H -0.51377 -1.92474 -2.55747
C 0.86747 -4.32060 -0.73674
H 1.57508 -2.25342 -0.88975
H 1.53257 -3.08274 -2.42747
C -0.53555 -4.84804 -1.13057
H 0.89225 -4.10972 0.33577
H 1.66684 -5.01643 -0.96351
H -1.13716 -5.18974 -0.27261
H -0.47260 -5.70930 -1.81907
C 2.54174 3.89622 2.82248
Si 0.75047 3.67602 3.37790
C 0.66253 3.67644 5.26203
C -0.28186 5.08659 2.66807
Si -0.11658 1.66683 2.57408
Si 1.03928 -0.07997 3.61495
C 0.47034 -0.27836 5.40458
C 0.67088 -1.66467 2.64877
C 2.89112 0.29462 3.59593
Si -2.34152 1.54567 3.23834
C -2.54588 1.81419 5.09209
C -3.28451 2.87475 2.28822
C -2.94307 -0.17586 2.75724
H 2.82844 4.94706 2.98092
H 2.66457 3.67716 1.75436
H 3.24201 3.26727 3.38724
H 1.30710 4.48801 5.63098
H -0.35476 3.86595 5.62752
H 1.01834 2.73857 5.70755
H -0.31692 5.04917 1.56967
H -1.31345 5.08708 3.04471
H 0.18627 6.04148 2.95431
H -0.58618 -0.56720 5.47266
H 1.06281 -1.08023 5.86914
H 0.61570 0.63136 6.00069
H 0.91305 -1.54617 1.58047
H 1.27464 -2.49650 3.04541
H -0.38924 -1.95061 2.71703
H 3.28310 0.39917 2.57681
H 3.13494 1.21019 4.15036
H 3.42704 -0.53803 4.07544
H -2.32358 2.84849 5.38450
H -3.59741 1.61043 5.34376
H -1.92020 1.14720 5.69726
H -3.03317 2.87821 1.21987
H -4.36178 2.66851 2.38371
H -3.09778 3.88034 2.68918
H -2.72722 -0.41608 1.70654
H -2.48716 -0.95406 3.38544
H -4.03371 -0.21448 2.90129
```

Computed properties:
energy relative to the best compared isomer or geometry (same formula, charge and spin): 8.4 kcal per mole
2S+1: 4
charge: +1
gap between HOMO and LUMO (alpha / beta): 0.29489 / 0.09015 Eh
expectation value of S²: 3.77
HOMO (alpha / beta): -9.75 / -9.46 eV

=====

2.
Computed, not measured: a structure of composition C28H56AgF2LiO16PS7 in a non-equilibrium geometry, with wB97M-V/def2-TZVPD.

Structure (XYZ):
```
112
C28H56AgF2LiO16PS7 (wB97M-V/def2-TZVPD)
Li 2.97914 -1.17202 1.29111
Ag -0.70295 1.31175 -3.78060
O 0.09722 0.59891 -1.73394
P 0.40796 0.22990 -0.33689
O 1.62575 -0.53802 0.05060
F -0.81680 -0.54732 0.32696
F 0.38345 1.56987 0.48810
C 0.06139 6.43459 -2.94137
C -0.47868 5.82012 -4.21999
C 0.63990 5.16019 -4.99456
S 1.45902 4.25388 -3.61644
O 2.88882 4.29289 -3.76273
O 0.74261 2.99346 -3.43175
C 0.91735 5.38753 -2.22928
H -0.69291 6.81395 -2.25421
H 0.66274 7.31558 -3.19165
H -1.03579 6.51703 -4.84883
H -1.25270 5.10241 -3.91789
H 1.34971 5.92113 -5.31357
H 0.34524 4.43062 -5.73981
H 1.84996 5.67724 -1.75922
H 0.26579 4.77182 -1.61169
C -0.44269 -4.51994 2.55532
C 0.71480 -4.71194 3.58343
C 0.70480 -3.46874 4.43814
S 0.43053 -2.06939 3.32811
O 1.74480 -1.57946 2.92791
O -0.49043 -1.10414 3.89056
C -0.33429 -3.09593 2.00761
H -1.35278 -4.74442 3.11611
H -0.41655 -5.25419 1.75341
H 1.64895 -4.82707 3.01807
H 0.75365 -5.62717 4.17240
H 1.53524 -3.22516 5.09791
H -0.18282 -3.47490 5.07913
H 0.32816 -3.11049 1.14496
H -1.23018 -2.50422 1.82819
C -5.08004 -2.50014 -3.15056
C -4.15106 -2.25961 -1.93944
C -3.60238 -0.82553 -2.04611
S -3.68260 -0.40298 -3.82842
O -2.37548 -0.22859 -4.42350
O -4.62723 0.69190 -3.88220
C -4.46670 -1.91555 -4.41696
H -6.04352 -1.99409 -3.07249
H -5.24716 -3.57432 -3.21383
H -3.33840 -2.98448 -1.96970
H -4.72860 -2.33461 -1.02032
H -2.56329 -0.71899 -1.73247
H -4.23399 -0.08889 -1.55881
H -3.66333 -2.49732 -4.87855
H -5.15895 -1.69620 -5.22609
C 2.04819 1.98215 3.09675
C 2.85204 1.72203 4.36269
C 2.68722 2.98248 5.22714
S 0.89329 3.37164 5.03830
O 0.76694 4.77201 4.71588
O 0.15985 2.87224 6.18174
C 0.64398 2.30954 3.58498
H 2.05262 1.11915 2.43799
H 2.44164 2.84704 2.55413
H 3.87792 1.56625 4.02282
H 2.43379 0.87299 4.90300
H 3.20533 3.82334 4.76907
H 2.89351 2.90694 6.28919
H -0.00682 2.77050 2.84249
H 0.12146 1.40666 3.90798
C 1.33752 -2.52004 -2.85693
C -0.10335 -2.83308 -2.33055
C -0.65854 -3.88087 -3.29607
S 0.69362 -4.75240 -4.13983
O 0.88027 -4.41261 -5.53892
O 0.65721 -6.12447 -3.66844
C 1.99817 -3.83311 -3.24201
H 1.81136 -2.07390 -1.97915
H 1.32333 -1.72783 -3.60516
H -0.71545 -1.93630 -2.40919
H -0.04711 -3.10471 -1.27791
H -1.19540 -3.40264 -4.11786
H -1.24906 -4.64724 -2.79985
H 2.97977 -3.91631 -3.69685
H 2.09230 -4.38678 -2.30011
C 3.97459 2.88926 -0.54493
C 4.19045 1.91941 -1.72962
C 5.00280 0.69408 -1.30456
S 5.41025 0.87930 0.46019
O 6.79267 0.56304 0.67503
O 4.36291 0.23344 1.25221
C 5.04371 2.69166 0.52223
H 2.98179 2.81667 -0.09956
H 4.11052 3.91095 -0.90224
H 4.79387 2.43918 -2.46875
H 3.27575 1.60525 -2.22584
H 5.96982 0.75060 -1.79986
H 4.57016 -0.29603 -1.42418
H 5.99218 3.15948 0.25041
H 4.82853 3.00206 1.54122
C -3.29197 -2.14887 3.36969
C -4.13730 -1.39127 4.44070
C -5.12360 -0.49203 3.68340
S -4.52519 -0.30682 1.97777
O -4.24902 1.09325 1.77759
O -5.41104 -1.05789 1.11921
C -3.03171 -1.21462 2.17660
H -3.79721 -3.06957 3.07662
H -2.34200 -2.44057 3.82141
H -3.44456 -0.81812 5.05348
H -4.64402 -2.12320 5.06446
H -5.18987 0.49008 4.14384
H -6.12372 -0.90885 3.58156
H -2.24969 -0.50930 2.45826
H -2.75940 -1.83217 1.32411
```

Computed properties:
2S+1: 1
charge: +1
gap between HOMO and LUMO: 0.34155 Eh
HOMO: -11.82 eV

=====

3.
Computed, not measured: a structure of composition C28H56AlF9NO15P3 in a non-equilibrium geometry, with wB97M-V/def2-TZVPD.

Structure (XYZ):
```
113
C28H56AlF9NO15P3 (wB97M-V/def2-TZVPD)
N 4.81788 0.81635 0.25246
C 5.52184 1.61110 -0.83348
O 6.04973 2.80567 -0.50179
C 5.61775 0.99642 -2.35300
C 5.01324 1.96905 -3.52777
Al 2.98277 1.81606 -3.81478
C 2.11781 2.12670 -1.94554
C 0.74241 3.02081 -2.00216
C -0.53902 2.33451 -1.19994
F -0.04089 1.59421 -0.01809
F -1.36585 3.50267 -0.71806
C -1.38304 1.43655 -2.28081
F -2.54586 2.28873 -2.72897
F -0.63498 1.09107 -3.51394
C -2.03228 0.05464 -1.68321
F -3.21048 -0.26586 -2.57311
F -2.60132 0.17944 -0.31072
C -1.02266 -1.26858 -1.84581
F -1.41313 -2.40406 -0.96451
F 0.40362 -0.94355 -1.61039
F -1.14375 -1.79632 -3.25575
C 2.57323 -0.18058 -4.28583
O 1.74623 -0.42386 -5.31335
O 3.14300 -1.30092 -3.48723
H 3.89677 0.48895 -0.16855
H 4.57691 1.43378 1.06816
H 5.15746 -0.08815 -2.33022
H 6.77691 0.84811 -2.58003
H 5.27448 3.08475 -3.22652
H 5.56724 1.68925 -4.54714
H 2.41621 2.79280 -4.92524
H 2.91501 2.72689 -1.30806
H 1.99911 1.06177 -1.47368
H 0.98123 4.03057 -1.41167
H 0.44447 3.37664 -3.09566
O 5.69892 -4.24799 -5.71401
P 5.41167 -5.56031 -6.48377
O 4.83597 -4.78031 -7.82518
C 5.78625 -4.21676 -8.71114
C 6.43177 -5.28629 -9.57009
O 3.96700 -5.80462 -5.69488
C 3.83873 -5.48585 -4.31766
C 3.06560 -4.18552 -4.16499
O 5.09070 -7.02663 -7.34387
C 3.80216 -7.60476 -7.51749
C 2.83519 -6.77286 -8.34138
H 6.54226 -3.65800 -8.15168
H 5.25441 -3.50484 -9.35065
H 7.03597 -5.96328 -8.95879
H 7.08183 -4.83506 -10.32670
H 5.67363 -5.89362 -10.07429
H 4.81595 -5.43763 -3.82502
H 3.28182 -6.29906 -3.83856
H 3.52128 -3.37748 -4.74413
H 3.01556 -3.88369 -3.11633
H 2.04714 -4.30540 -4.54683
H 3.37245 -7.88480 -6.55065
H 3.96803 -8.54799 -8.05073
H 2.53100 -5.86498 -7.81131
H 1.93029 -7.34499 -8.56160
H 3.29182 -6.46293 -9.28735
O -0.14594 6.42683 3.01346
P -0.60287 5.27036 3.93597
O -2.17863 5.34259 3.43501
C -2.49414 4.75611 2.18519
C -2.56399 3.24560 2.29419
O -0.71535 6.26451 5.26567
C 0.23472 7.29904 5.47044
C -0.38462 8.63942 5.10755
O -1.11343 3.97818 4.96674
C -1.82635 4.14180 6.18727
C -3.21877 4.72927 6.03919
H -1.76393 5.05845 1.42879
H -3.46974 5.14678 1.87819
H -1.57922 2.82652 2.52144
H -2.91565 2.80556 1.35539
H -3.23965 2.94224 3.09999
H 1.15702 7.11259 4.90956
H 0.50385 7.29789 6.53278
H -0.78831 8.63282 4.09119
H 0.35094 9.44279 5.19019
H -1.22419 8.85956 5.77395
H -1.22628 4.70147 6.91152
H -1.93260 3.13508 6.60770
H -3.18315 5.77992 5.73485
H -3.75781 4.67911 6.98872
H -3.79450 4.18757 5.28121
O -3.88509 -0.19938 6.75009
P -4.17235 -1.51170 5.98032
O -4.74804 -0.73171 4.63891
C -3.79776 -0.16815 3.75296
C -3.15224 -1.23768 2.89401
O -5.61701 -1.75602 6.76921
C -5.74528 -1.43724 8.14643
C -6.51841 -0.13692 8.29910
O -4.49331 -2.97803 5.12023
C -5.78185 -3.55616 4.94660
C -6.74882 -2.72426 4.12271
H -3.04176 0.39060 4.31242
H -4.32960 0.54377 3.11345
H -2.54804 -1.91468 3.50530
H -2.50218 -0.78645 2.13739
H -3.91038 -1.84502 2.38980
H -4.76806 -1.38902 8.63908
H -6.30219 -2.25046 8.62553
H -6.06273 0.67112 7.71996
H -6.56846 0.16491 9.34776
H -7.53687 -0.25680 7.91726
H -6.21157 -3.83620 5.91344
H -5.61599 -4.49938 4.41337
H -7.05302 -1.81638 4.65278
H -7.65373 -3.29638 3.90250
H -6.29219 -2.41433 3.17674
```

Computed properties:
energy relative to the best compared isomer or geometry (same formula, charge and spin): 376.5 kcal per mole
2S+1: 1
charge: -2
gap between HOMO and LUMO: 0.04278 Eh
HOMO: -0.59 eV

=====

4.
Computed, not measured: a cluster of 6 separate species, C28H56BClNO17 in total in a non-equilibrium geometry, with wB97M-V/def2-TZVPD.

Structure (XYZ):
```
104
C28H56BClNO17 (wB97M-V/def2-TZVPD)
C 7.81529 0.55446 -1.58054
C 6.48858 0.66832 -2.43748
C 5.22388 0.16417 -1.59966
Cl 4.61547 -1.33360 -2.40818
N 4.20090 1.22242 -1.44400
C 4.60639 2.36292 -0.95636
C 3.48278 3.42462 -0.91976
C 2.22523 2.41548 -0.83844
C 2.75777 1.25483 -1.78463
C 1.83043 0.03922 -1.42225
B 0.25195 0.37699 -1.38650
O -0.47199 -0.04463 -0.23430
O -0.35797 1.02086 -2.48799
H 7.83528 1.35984 -0.80773
H 8.71963 0.54738 -2.22649
H 7.80962 -0.43325 -1.04741
H 6.62059 -0.02808 -3.30310
H 6.33962 1.67914 -2.88061
H 5.63739 -0.12195 -0.60183
H 5.62725 2.63365 -0.60952
H 3.55544 4.22514 -0.15596
H 3.26516 3.92867 -1.90289
H 1.40944 3.05289 -1.25624
H 2.18919 2.21151 0.25650
H 2.63759 1.72394 -2.79680
H 1.97118 -0.72617 -2.23935
H 2.20595 -0.47117 -0.49585
H -0.10584 -0.92714 -0.06718
H -0.31724 1.97649 -2.36466
C -3.60352 0.63727 1.47552
C -3.38295 -0.85642 1.35131
O -4.32180 -1.58409 2.15135
C -5.54589 -1.70254 1.62806
O -5.90898 -1.26956 0.56801
O -6.30391 -2.36673 2.50536
C -7.67152 -2.49100 2.11094
H -3.59758 0.94011 2.52477
H -2.82720 1.18761 0.94252
H -4.57230 0.92702 1.06595
H -2.39158 -1.11021 1.72884
H -3.42594 -1.18394 0.31087
H -7.75878 -2.91220 1.11019
H -8.16403 -1.51953 2.16312
H -8.15482 -3.16583 2.81523
C -5.06980 -9.20500 2.62836
C -6.28927 -8.54995 3.24590
O -5.91338 -7.59546 4.24606
C -5.49497 -6.41540 3.78185
O -5.42233 -6.09253 2.62524
O -5.15045 -5.66023 4.82842
C -4.60180 -4.39093 4.46658
H -4.42916 -9.62933 3.40397
H -5.36552 -9.99731 1.93917
H -4.46941 -8.47838 2.07875
H -6.89222 -9.30442 3.75197
H -6.92277 -8.08413 2.48862
H -5.25903 -3.85264 3.78595
H -3.61523 -4.52571 4.02060
H -4.49334 -3.80500 5.37798
C 10.27106 5.67051 2.41200
C 10.29631 5.25177 0.95567
O 8.97228 4.97028 0.47329
C 8.23600 6.04087 0.16961
O 8.57859 7.18609 0.24990
O 7.02708 5.61120 -0.22493
C 6.10138 6.66410 -0.50298
H 9.74659 4.92694 3.01567
H 11.28476 5.78836 2.79604
H 9.74370 6.61692 2.54007
H 10.86470 4.32720 0.85102
H 10.78156 6.00216 0.32929
H 6.51202 7.38554 -1.20823
H 5.80973 7.15974 0.42338
H 5.21617 6.21121 -0.94902
C -0.81241 -5.65597 -6.00433
C 0.19086 -6.57272 -5.33332
O 1.48907 -5.96356 -5.27091
C 1.64996 -5.05856 -4.30851
O 0.82720 -4.72352 -3.49823
O 2.89096 -4.56285 -4.41022
C 3.15945 -3.51986 -3.48292
H -0.44440 -5.33480 -6.98073
H -1.76942 -6.16241 -6.13467
H -0.97920 -4.75463 -5.41237
H 0.30632 -7.48205 -5.92321
H -0.14088 -6.87309 -4.33781
H 2.93010 -3.82804 -2.46227
H 2.59076 -2.62826 -3.75259
H 4.21970 -3.29377 -3.54766
C -8.21995 4.41372 0.23908
C -7.20702 3.53971 0.95134
O -5.95130 4.21868 1.09232
C -5.89211 5.11901 2.07629
O -6.77566 5.39282 2.84191
O -4.67906 5.68446 2.04671
C -4.51246 6.73403 3.00025
H -7.81670 4.77122 -0.71051
H -9.14012 3.85994 0.04840
H -8.46646 5.29442 0.83398
H -7.01212 2.64741 0.35512
H -7.57664 3.20419 1.92219
H -4.77553 6.40326 4.00457
H -5.11240 7.59784 2.71266
H -3.46191 7.02001 2.99242
```

Computed properties:
energy relative to the best compared isomer or geometry (same formula, charge and spin): 0.0 kcal per mole
2S+1: 1
charge: +1
gap between HOMO and LUMO: 0.26492 Eh
HOMO: -11.79 eV